[1]
Here is C14H26Br4O9 as an isolated structure at a distorted geometry from OMol25. Energies are from ωB97M-V/def2-TZVPD.

Geometry as XYZ:
```
53
Properties=species:S:1:pos:R:3:forces:R:3:mulliken_charge:R:1
C 2.6444 -0.9458 2.3411 0.0702 0.0113 1.2454 -1.290
C 3.4005 -0.7986 1.0334 -0.2617 -0.1317 1.9148 0.491
C 3.9360 -2.0406 0.4552 2.9843 -2.2236 0.0702 -0.716
O 3.6208 -2.0050 -0.9294 -0.5015 -0.1503 -0.1879 -0.379
C 2.7234 -1.0267 -1.0652 -0.7969 0.4518 -1.1224 0.727
O 2.1019 -0.7609 -2.0689 3.3304 1.2140 0.5745 -0.589
O 2.4316 -0.4769 0.1042 4.2900 1.1737 -2.5831 -0.005
H 2.2300 -0.0068 2.7082 0.2122 0.2478 -0.3013 0.259
H 3.2384 -1.3311 3.1698 0.4163 -0.0269 -0.1685 0.453
H 1.7758 -1.6020 2.2872 0.1874 -0.1945 -0.5056 0.275
H 4.2184 -0.0793 1.0757 -0.3166 0.5578 0.1018 0.262
H 3.6953 -2.9724 0.9670 -0.9891 -0.0831 -0.3624 0.292
H 5.0244 -2.0976 0.4416 0.1798 0.3638 0.3823 0.341
Br 1.6447 8.0217 4.1467 -0.4310 -1.2043 -0.0166 -0.214
C 0.9994 6.0734 4.1255 0.0755 1.1386 -0.3946 -0.621
C 1.3212 5.5207 2.7615 -0.0490 -0.4910 -0.4847 -0.700
Br 0.5403 3.6516 2.7318 -0.9214 2.0732 11.3629 -0.162
H -0.0718 6.0993 4.3253 0.2690 0.0851 0.0594 0.401
H 1.5587 5.5871 4.9248 -0.1631 0.0682 -0.2386 0.373
H 2.3871 5.5926 2.5450 0.1422 -0.8813 0.3545 0.458
H 0.8945 5.9684 1.8639 -0.6314 0.3724 0.5542 0.426
Br -4.5345 0.4473 0.8857 0.4215 -0.1399 -0.8121 -0.198
C -3.3294 -0.0463 -0.6134 -1.0190 -0.0481 -1.6894 -0.184
C -4.1237 -0.4753 -1.8913 -0.5721 -0.2681 0.6222 -0.523
Br -2.9254 -0.9325 -3.4024 -1.0222 1.4655 0.3754 -0.148
H -2.6448 -0.7835 -0.1938 -0.9050 -0.0338 -0.3598 0.394
H -2.7162 0.8054 -0.9076 -0.7183 -0.0970 0.3549 0.423
H -4.8419 0.2495 -2.2747 0.7248 0.7737 0.1317 0.485
H -4.8339 -1.2930 -1.7685 0.7111 -0.6551 0.3247 0.363
C -3.9904 -4.1575 -2.7241 -1.1882 -0.9342 -0.8564 -0.702
O -2.9525 -3.6050 -2.0368 4.3950 1.8134 0.3054 -0.276
C -1.7869 -3.3264 -2.8151 -0.2796 1.3422 2.7523 0.391
O -1.6453 -3.5577 -3.9639 0.2918 -0.7581 -0.4235 -0.508
O -0.9232 -2.6200 -1.9788 -2.9732 -1.4300 -0.1126 0.023
C 0.3556 -2.1411 -2.2783 0.3534 -1.8359 -4.2234 -0.464
H -3.6188 -5.1012 -3.1234 -0.7550 -0.2202 -0.3040 0.301
H -4.3805 -3.5072 -3.5070 0.2312 -0.0017 -0.3002 0.332
H -4.7969 -4.2680 -1.9993 0.0803 -0.4145 -0.0245 0.219
H 0.9585 -3.0490 -2.2651 0.7825 0.2189 -0.1307 0.401
H 0.7367 -1.4374 -1.5383 -1.2516 -0.1486 -4.3484 0.123
H 0.5090 -1.6263 -3.2267 -0.7957 -0.3887 -0.3489 0.456
C -0.1293 -1.4490 0.0578 -1.3918 -0.6056 2.7981 -0.728
O 0.5578 -0.3129 0.5348 -3.7812 0.0129 2.3561 0.040
C -0.0235 0.8466 0.4793 -1.6170 -0.5254 -1.2508 0.799
O -1.2068 0.9619 0.2042 1.9726 1.6445 1.0891 -0.751
O 0.9188 1.7829 0.6304 0.4236 -1.8916 0.1878 -0.204
C 0.5718 3.0797 0.4627 -0.5860 2.5823 -3.9454 -1.245
H -0.3636 -2.2379 0.7725 0.4886 0.3170 1.0370 0.294
H 0.5441 -1.8556 -0.6968 -1.4958 -0.8702 4.2793 0.094
H -1.1373 -1.2187 -0.2872 1.0158 0.2483 -0.6481 -0.550
H -0.4768 3.2430 0.7116 -0.0083 -0.0583 -0.8735 0.516
H 0.8505 3.5900 -0.4593 -0.1348 -0.9799 -0.9812 0.348
H 1.0639 3.6245 1.2684 1.5071 -0.4847 -5.2356 0.394
```
Forces are in eV/Å.

Electronic energy in eV: -313526.0116
Total charge: 0
Kohn-Sham gap in eV: 8.4
E_HOMO in Ha: -0.305

***

[2]
Here is a 2-piece molecular cluster, C5H8S overall at a distorted geometry from OMol25. Energies are from ωB97M-V/def2-TZVPD.

Geometry as XYZ:
```
14
Properties=species:S:1:pos:R:3:forces:R:3:mulliken_charge:R:1
C 0.2705 0.9470 -1.2590 1.6907 0.1501 -1.2579 -1.251
C 0.2280 -0.0880 -0.1144 -1.5407 1.5861 0.5551 1.166
C 0.2793 0.5352 1.2659 -1.5673 2.0052 2.9734 -1.224
C -1.1563 -0.6095 -0.0892 0.2708 -1.7161 -1.1662 -1.049
C -2.1013 -1.3468 -0.2419 -2.4070 -4.7882 1.4956 0.156
H 1.0887 1.7325 -1.1497 -0.4186 -1.4644 -0.1688 0.318
H 0.3604 0.3616 -2.2358 -0.0039 1.1172 1.1760 0.309
H -0.5996 1.6015 -1.3124 -0.4303 -0.5477 0.2433 0.366
H 1.1407 1.2273 1.5437 -0.6849 -1.4061 -0.4638 0.346
H 0.0488 -0.2877 1.9944 1.1244 0.7099 -0.3504 0.354
H -0.6863 1.2038 1.5608 2.0221 -1.1509 -1.4558 0.278
H 2.6547 -1.1054 0.2339 -2.8157 -0.5261 -0.8630 0.154
H -2.8172 -2.5769 0.0157 2.4349 5.0614 -1.1567 0.317
S 1.2896 -1.5946 -0.2120 2.3255 0.9695 0.4392 -0.240
```
Forces are in eV/Å.

ΔE to the lowest compared entry with this formula, charge and spin in eV: 4.6538
Electronic energy in eV: -16144.9836
Total charge: 0
Kohn-Sham gap in eV: 9.9
E_HOMO in Ha: -0.343

***

[3]
Here is C4H30BO23 as an isolated structure at a distorted geometry from OMol25. Energies are from ωB97M-V/def2-TZVPD.

Geometry as XYZ:
```
58
Properties=species:S:1:pos:R:3:forces:R:3:mulliken_charge:R:1
O 2.8475 0.0270 -2.6474 -2.4636 2.8481 -0.4079 -0.706
C 1.7815 0.6470 -2.3494 8.3033 -4.3460 -2.2909 0.719
O 1.4485 0.7460 -1.1924 -1.2094 1.5719 6.1386 0.098
B 0.0305 1.0400 -1.1484 -0.3294 0.2001 0.2279 1.386
O -0.3745 1.0090 -2.5344 -3.3146 1.3840 2.7933 -0.765
C 0.6745 0.8320 -3.1644 -1.0512 -1.4368 -8.6968 0.152
O 0.6455 0.5270 -4.3514 0.9862 0.8282 0.2269 -0.738
O -0.2915 2.2900 -0.5044 2.3633 0.2660 -3.5135 -0.673
C -1.0015 2.0130 0.4866 -1.5787 4.9467 3.2579 0.804
O -1.2665 2.9010 1.2726 -0.9623 -0.7510 0.6234 -0.789
C -1.3065 0.6280 0.5106 -3.4282 -3.9884 4.9124 -0.187
O -0.6325 0.0360 -0.3624 1.4936 -1.5345 -2.8800 0.892
O -1.9735 0.0090 1.3386 0.5179 1.5550 -1.3636 -0.451
O 0.3645 -0.4000 2.9426 -0.7957 -2.5132 -1.3401 -0.480
H 1.1205 -0.7650 3.3646 0.9031 -0.1665 0.6035 0.255
H 0.3075 0.5070 3.1006 -0.0911 2.6868 0.7956 0.217
O -2.7645 -1.6110 -1.9924 -0.2331 -1.6246 -0.0107 -0.672
H -3.2125 -1.0190 -1.4184 -0.5008 0.8069 0.9918 0.427
H -2.2105 -1.0840 -2.5334 1.1173 0.4294 -1.2240 0.449
O -2.9935 1.7380 3.2516 0.2747 0.8426 -0.1539 -0.605
H -2.4345 2.4260 2.8226 -0.2716 -0.6808 0.2891 0.320
H -3.4305 2.1780 3.9866 0.0393 -0.0021 0.0580 0.221
O 2.8925 -2.1440 -4.1124 2.0936 -0.0439 -0.3017 -0.671
H 2.9185 -1.1650 -4.1234 -0.1880 -0.5868 0.0070 0.339
H 3.8745 -2.3740 -4.0714 -1.9939 0.3038 -0.0185 0.307
O -0.6325 -2.4600 1.1006 -0.8093 -1.6685 -2.1995 -0.789
H -1.1485 -1.6650 0.9846 -0.4802 0.9708 0.7988 -0.002
H -0.8985 -2.8710 0.2156 0.7853 0.2319 1.7003 0.372
O 1.7545 -1.5750 0.3766 0.3343 0.3187 -0.3623 -0.875
H 1.0025 -1.6850 0.9726 -0.4095 -0.2596 0.1957 0.322
H 1.3585 -1.6780 -0.5044 0.2285 -0.0377 0.5082 0.198
O -5.2275 0.6250 2.0086 -1.2495 0.8434 1.3459 -0.669
H -4.9615 0.2290 1.2126 0.2414 -1.0771 -1.7407 0.446
H -4.4525 1.1380 2.2176 0.6666 0.5013 0.7689 0.410
O 3.1045 0.9520 1.0716 1.8773 2.7079 1.4711 -0.650
H 2.6755 0.1550 0.9356 -1.7161 -2.9655 -0.9140 0.375
H 3.4215 0.8820 1.9926 -0.1369 0.2251 -0.6926 0.281
O -0.8545 -1.7140 -3.8544 0.0282 0.4578 -0.4823 -0.659
H -0.1535 -2.0940 -3.3394 0.4232 -0.8019 0.5105 0.296
H -0.3485 -1.0410 -4.3354 -0.3571 0.0947 -0.3248 0.331
O 5.5295 0.3810 -2.9034 0.2211 0.0300 -0.7757 -0.698
H 4.5605 0.3980 -2.7694 0.8581 0.1037 0.6366 0.404
H 6.0465 0.6070 -2.1234 -0.7873 -0.1003 0.0943 0.279
O 3.8655 -2.1220 -1.1914 0.7080 -0.3993 -0.6349 -0.762
H 3.5465 -1.5860 -1.9274 0.1399 -0.1537 0.1042 0.452
H 3.3295 -1.8400 -0.4594 -0.2487 0.0397 0.6772 0.439
O -3.4195 -1.6470 3.1396 0.1817 -1.1841 0.3928 -0.713
H -2.6665 -2.2530 3.2756 -0.4228 0.5329 -0.1838 0.323
H -3.1005 -1.0060 2.5066 0.2022 0.5045 -0.0366 0.367
O 1.4545 3.1190 1.5896 1.8815 -0.2077 0.6771 -0.714
H 0.6575 3.4360 1.1996 -0.6779 0.1788 -0.8382 0.338
H 1.9835 2.4950 1.0386 -0.6997 0.4098 0.3374 0.353
O -4.3475 -0.7390 -0.1304 -1.0963 -1.5367 -0.4962 -0.878
H -4.2685 -1.6470 0.2406 0.3868 0.8103 0.2794 0.307
H -5.0335 -0.9370 -0.8004 0.2372 0.5993 0.2659 0.258
O 0.3355 2.3400 3.9126 0.1678 -0.9148 1.4868 -0.663
H 1.0285 1.9830 4.5006 -0.6221 0.2920 -0.1612 0.252
H 0.8435 2.8300 3.2736 0.4639 0.4594 -1.1325 0.420
```
Forces are in eV/Å.

ΔE to the lowest compared entry with this formula, charge and spin in eV: 3.5957
Electronic energy in eV: -52411.0293
Total charge: -1
Kohn-Sham gap in eV: 9.3
E_HOMO in Ha: -0.286

***

[4]
Here is C3H8 as an isolated structure at a distorted geometry from OMol25. Energies are from ωB97M-V/def2-TZVPD.

Geometry as XYZ:
```
11
Properties=species:S:1:pos:R:3:forces:R:3:mulliken_charge:R:1
C -1.4247 0.2092 0.5443 4.4763 5.2518 0.4548 -0.968
C 0.9727 -0.2660 -0.9593 -0.0560 -0.6416 1.8894 -0.763
C 0.5443 0.0985 0.4679 -4.6999 -0.3399 -0.8682 -0.707
H -1.7749 0.8206 -0.3116 0.3773 -0.1408 0.6560 0.273
H -1.5349 -0.7337 0.3287 -1.4022 -5.2034 -0.5960 0.366
H -1.7573 0.6075 1.5269 0.2652 -0.6137 -0.7868 0.277
H 0.4175 -1.2678 -1.0221 1.3302 1.3424 -1.2884 0.242
H 2.0715 -0.2986 -0.8850 -0.1789 -1.0244 -0.2376 0.254
H 0.8714 0.5109 -1.7265 -1.0303 -0.4375 0.1505 0.283
H 0.8600 1.0000 0.8501 0.8702 2.1003 0.6422 0.432
H 0.7545 -0.6805 1.1865 0.0482 -0.2931 -0.0159 0.313
```
Forces are in eV/Å.

ΔE to the lowest compared entry with this formula, charge and spin in eV: 2.2243
Electronic energy in eV: -3238.5286
Total charge: 0
Kohn-Sham gap in eV: 10.9
E_HOMO in Ha: -0.353

***

Question: Among the records above, which one has the highest E_HOMO?
Answer: C4H30BO23

***

Question: What is the E_HOMO in the third record?
Answer: -0.286 Ha